Entry a
Computed, not measured: a cluster of 2 separate species, H3O3P in total, with ωB97M-V/def2-TZVPD.

Geometry as ORCA input:
```
! RIJCOSX wB97M-V def2-TZVPD def2/J DEFGRID3
* xyz 0 1
P 1.421 1.652 -0.934
O 1.050 0.295 -1.346
O -1.004 -1.530 0.690
O 0.398 1.999 0.313
H -0.079 1.326 0.780
H -0.137 -1.762 0.230
H -1.649 -1.980 0.267
*
```

Kohn-Sham gap = 10.7 eV
Molar mass = 81.99 g/mol
HOMO = -10.952 eV
SMILES string = O=PO.O
E_LUMO = -0.25 eV


Entry b
Computed, not measured: the molecule H3O3P, with ωB97M-V/def2-TZVPD.

Geometry as ORCA input:
```
! RIJCOSX wB97M-V def2-TZVPD def2/J DEFGRID3
* xyz 0 1
P 0.517 -0.702 -0.162
O -0.319 0.111 1.287
O -0.864 -1.277 -0.793
O 0.592 0.708 -1.038
H -1.545 -0.733 -0.490
H 1.236 1.251 -0.576
H 0.384 0.641 1.772
*
```

Kohn-Sham gap = 10.8 eV
Molar mass = 81.99 g/mol
HOMO = -10.242 eV
SMILES string = OP(O)O
E_LUMO = 0.53 eV


Which structure wins on stability? entry b wins.


Entry a
Computed, not measured: a cluster of 2 separate species, C3H4FN in total, with ωB97M-V/def2-TZVPD.

Geometry as ORCA input:
```
! RIJCOSX wB97M-V def2-TZVPD def2/J DEFGRID3
* xyz 0 1
F 1.205 -0.332 -1.209
N -2.069 -0.201 -1.670
C 0.153 -0.215 -0.491
C 0.461 -0.359 0.948
C -1.081 -0.088 -1.119
H 1.210 0.431 1.239
H 0.908 -1.396 1.240
H -0.351 -0.170 1.571
H -0.435 2.330 -0.509
*
```

Kohn-Sham gap (alpha / beta) = 8.0 / 10.1 eV
Molar mass = 73.07 g/mol
HOMO (alpha / beta) = -8.716 / -10.905 eV
E_LUMO (alpha / beta) = -0.73 / -0.78 eV


Entry b
Computed, not measured: a cluster of 2 separate species, C3H4FN in total, with ωB97M-V/def2-TZVPD.

Geometry as ORCA input:
```
! RIJCOSX wB97M-V def2-TZVPD def2/J DEFGRID3
* xyz 0 1
F -0.173 2.306 -0.169
N -0.603 0.208 -0.749
C -0.380 1.028 0.079
C -0.838 -0.862 -1.300
C 1.213 0.367 1.997
H -1.786 -1.449 -1.375
H 0.016 -1.512 -1.549
H 0.818 -0.628 2.038
H 1.732 0.541 1.028
*
```

Kohn-Sham gap (alpha / beta) = 7.7 / 7.7 eV
Molar mass = 73.07 g/mol
HOMO (alpha / beta) = -8.380 / -8.378 eV
E_LUMO (alpha / beta) = -0.69 / -0.69 eV


Which structure wins on stability? entry a wins.


Entry a
Computed, not measured: the molecule C3H4FN, with ωB97M-V/def2-TZVPD.

Geometry as ORCA input:
```
! RIJCOSX wB97M-V def2-TZVPD def2/J DEFGRID3
* xyz 0 1
F 0.514 1.674 0.166
N 2.434 -1.075 0.028
C -1.036 -0.098 0.286
C 0.313 0.381 -0.276
C 1.540 -0.360 -0.001
H -1.936 0.299 -0.357
H -0.917 -1.246 0.318
H -1.069 0.232 1.263
H 0.156 0.193 -1.426
*
```

Kohn-Sham gap = 12.5 eV
Molar mass = 73.07 g/mol
HOMO = -11.788 eV
SMILES string = C[C@@H](F)C#N
E_LUMO = 0.70 eV


Entry b
Computed, not measured: a cluster of 2 separate species, C3H4FN in total, with ωB97M-V/def2-TZVPD.

Geometry as ORCA input:
```
! RIJCOSX wB97M-V def2-TZVPD def2/J DEFGRID3
* xyz 0 1
F -0.599 -1.867 -0.046
N 0.632 0.479 -0.001
C -1.815 0.444 -0.013
C 1.806 0.006 -0.051
C -0.583 0.000 -0.072
H 2.598 0.727 0.118
H -2.538 -0.354 -0.054
H 2.208 -0.996 0.209
H -1.709 1.562 -0.091
*
```

Kohn-Sham gap = 9.7 eV
Molar mass = 73.07 g/mol
HOMO = -10.351 eV
E_LUMO = -0.65 eV


Entry c
Computed, not measured: the molecule C3H4FN, with ωB97M-V/def2-TZVPD.

Geometry as ORCA input:
```
! RIJCOSX wB97M-V def2-TZVPD def2/J DEFGRID3
* xyz 0 1
F -1.435 -1.254 -0.179
N 2.654 -0.922 0.091
C -0.963 -0.091 0.252
C 1.614 -0.406 -0.061
C 0.377 0.255 -0.226
H -1.752 0.612 -0.117
H -1.130 -0.026 1.377
H 0.307 1.347 0.027
H 0.327 0.484 -1.163
*
```

Kohn-Sham gap = 12.3 eV
Molar mass = 73.07 g/mol
HOMO = -11.697 eV
SMILES string = N#CCCF
E_LUMO = 0.59 eV


Which structure wins on stability? entry a wins.


Entry a
Computed, not measured: the molecule C8H12N2, with ωB97M-V/def2-TZVPD.

Geometry as ORCA input:
```
! RIJCOSX wB97M-V def2-TZVPD def2/J DEFGRID3
* xyz 0 1
N 0.161 -0.097 -1.597
N 1.633 -1.018 -3.042
C 0.413 0.314 0.825
C -0.184 0.220 -2.853
C 1.204 -0.939 -1.755
C 0.779 -0.313 -3.712
C 1.662 1.052 0.732
C -0.169 -0.226 2.098
C -0.411 -0.047 -0.295
C -1.721 -0.716 -0.128
H -1.150 0.207 2.305
H -2.400 0.015 0.273
H -2.080 -0.824 -1.113
H 0.800 -0.400 -4.801
H -1.655 -1.665 0.409
H 1.796 -1.108 -0.876
H 1.568 1.913 1.294
H 0.579 -0.119 2.829
H 1.844 1.267 -0.277
H -1.033 0.814 -3.187
H -0.367 -1.252 1.815
H 2.592 0.510 0.896
*
```

Kohn-Sham gap = 9.1 eV
Molar mass = 136.20 g/mol
HOMO = -8.333 eV
SMILES string = CC(C)=C(C)n1ccnc1
E_LUMO = 0.81 eV


Entry b
Computed, not measured: the molecule C8H12N2, with ωB97M-V/def2-TZVPD.

Geometry as ORCA input:
```
! RIJCOSX wB97M-V def2-TZVPD def2/J DEFGRID3
* xyz 0 1
N 2.366 -0.346 -0.140
N 3.261 0.405 0.228
C -1.053 1.341 -0.068
C -1.524 -0.089 0.201
C -0.692 -0.704 1.333
C 0.461 1.382 -0.349
C 0.603 -1.065 0.627
C 0.293 -1.209 -0.831
C -1.185 -0.961 -1.015
C 1.050 -0.006 -0.344
H -1.292 1.970 0.789
H 0.804 -1.930 -1.448
H -1.598 1.736 -0.926
H -2.592 -0.088 0.427
H 1.305 -1.692 1.147
H -1.164 -1.607 1.722
H 0.967 1.986 0.411
H -1.419 -0.462 -1.956
H 0.663 1.841 -1.320
H 3.010 1.414 0.337
H -1.726 -1.909 -0.983
H -0.541 -0.008 2.158
*
```

Kohn-Sham gap = 9.5 eV
Molar mass = 136.20 g/mol
HOMO = -8.574 eV
SMILES string = [H]/N=N\[C@@]12CC[C@H]3C[C@@H]1[C@@H]2C3
E_LUMO = 0.88 eV


Which structure wins on stability? entry a wins.


Entry a
Computed, not measured: a structure of composition C6H11NO, with ωB97M-V/def2-TZVPD.

Geometry as ORCA input:
```
! RIJCOSX wB97M-V def2-TZVPD def2/J DEFGRID3
* xyz 0 1
O 1.311 -0.839 2.088
N 0.843 0.094 1.466
C -1.650 -1.036 0.148
C 1.076 1.044 -0.947
C 1.139 -1.458 -0.535
C -0.831 -0.004 0.429
C 0.617 -0.113 -0.083
C -1.388 1.373 0.661
H -2.340 1.299 1.182
H -2.714 -0.882 0.053
H -1.317 -2.055 0.047
H 0.759 -1.702 -1.525
H 1.882 0.774 -1.632
H 1.465 1.871 -0.356
H -1.552 1.898 -0.280
H 0.878 -2.252 0.161
H 0.298 1.440 -1.594
H 2.229 -1.414 -0.551
H -0.707 1.962 1.271
*
```

Kohn-Sham gap (alpha / beta) = 8.3 / 8.3 eV
Molar mass = 113.16 g/mol
HOMO (alpha / beta) = -8.394 / -8.394 eV
E_LUMO (alpha / beta) = -0.06 / -0.06 eV


Entry b
Computed, not measured: a cluster of 2 separate species, C6H11NO in total, with ωB97M-V/def2-TZVPD.

Geometry as ORCA input:
```
! RIJCOSX wB97M-V def2-TZVPD def2/J DEFGRID3
* xyz 0 1
O 2.178 -1.096 0.224
N 0.259 -0.875 -1.840
C 1.033 -1.430 0.383
C -1.237 1.372 0.431
C -1.290 -2.068 -0.449
C 0.018 -1.413 -0.726
C -0.045 1.608 0.967
C 1.133 2.105 0.196
H 0.662 -1.767 1.366
H -1.889 -2.080 -1.351
H -2.069 1.040 1.031
H -1.422 1.529 -0.612
H 0.889 2.213 -0.859
H 1.969 1.420 0.300
H 1.451 3.070 0.584
H 0.117 1.450 2.022
H -1.127 -3.088 -0.098
H 1.197 -0.475 -1.902
H -1.826 -1.516 0.331
*
```

Kohn-Sham gap = 9.7 eV
Molar mass = 113.16 g/mol
HOMO = -9.783 eV
SMILES string = [H]/N=C(/C)C=O.C=CC
E_LUMO = -0.10 eV


Entry c
Computed, not measured: a cluster of 2 separate species, C6H11NO in total, with ωB97M-V/def2-TZVPD.

Geometry as ORCA input:
```
! RIJCOSX wB97M-V def2-TZVPD def2/J DEFGRID3
* xyz 0 1
O -1.399 1.747 -0.151
N -1.258 -0.778 -1.619
C -1.225 -0.077 1.384
C 0.738 1.481 0.902
C 1.016 -1.192 -0.910
C 1.737 0.677 1.166
C -0.656 0.970 0.440
C 0.044 -0.342 -1.382
H 1.597 -0.413 0.795
H 0.744 -2.194 -0.612
H 2.048 -1.046 -1.191
H 0.352 0.541 -1.932
H 0.820 2.555 0.855
H -1.185 0.280 2.406
H -1.849 -0.108 -2.089
H 2.754 0.932 1.412
H -1.368 -1.740 -1.893
H -0.648 -0.999 1.315
H -2.259 -0.293 1.103
*
```

Kohn-Sham gap = 8.6 eV
Molar mass = 113.16 g/mol
HOMO = -8.319 eV
SMILES string = C=CC(C)=O.C=CN
E_LUMO = 0.28 eV


Which structure wins on stability? entry b wins.


Entry a
Computed, not measured: the molecule C6H11NO, with ωB97M-V/def2-TZVPD.

Geometry as ORCA input:
```
! RIJCOSX wB97M-V def2-TZVPD def2/J DEFGRID3
* xyz 0 1
O 1.643 1.464 -1.423
N 2.106 -1.465 0.369
C -0.339 0.373 -0.628
C -2.039 -0.349 1.075
C -1.323 1.062 -1.528
C 1.937 -0.048 0.595
C 1.041 0.701 -0.716
C -0.666 -0.360 0.489
H -2.416 0.667 1.194
H -2.051 -0.846 2.044
H -0.797 1.712 -2.225
H 2.758 -1.879 1.026
H -2.729 -0.888 0.419
H -0.062 -1.190 0.824
H -2.010 1.681 -0.948
H 2.853 0.543 0.470
H 1.588 0.138 1.614
H 2.429 -1.653 -0.573
H -1.925 0.336 -2.079
*
```

Kohn-Sham gap = 9.2 eV
Molar mass = 113.16 g/mol
HOMO = -8.825 eV
SMILES string = C/C=C(\C)C(=O)CN
E_LUMO = 0.36 eV


Entry b
Computed, not measured: the molecule C6H11NO, with ωB97M-V/def2-TZVPD.

Geometry as ORCA input:
```
! RIJCOSX wB97M-V def2-TZVPD def2/J DEFGRID3
* xyz 0 1
O -1.033 1.304 0.204
N -1.769 -1.333 -0.150
C 1.810 1.519 0.159
C -2.952 -0.639 0.296
C -0.863 -0.838 -0.941
C 1.085 0.206 0.032
C 1.957 -1.003 -0.134
C -0.281 0.186 -0.075
H 1.313 2.326 -0.382
H -0.527 1.916 0.751
H 1.901 1.807 1.211
H -3.780 -1.347 0.249
H 2.243 -1.127 -1.182
H 2.882 -0.880 0.430
H -0.219 -1.563 -1.428
H -3.200 0.242 -0.301
H 1.447 -1.911 0.178
H -2.829 -0.318 1.332
H 2.816 1.452 -0.250
*
```

Kohn-Sham gap (alpha / beta) = 7.6 / 7.6 eV
Molar mass = 113.16 g/mol
HOMO (alpha / beta) = -7.362 / -7.362 eV
SMILES string = C/N=C\C(O)=C(C)C
E_LUMO (alpha / beta) = 0.20 / 0.20 eV


Which structure wins on stability? entry a wins.